{
  "formula": "C15H50O10",
  "method": "ωB97M-V/def2-TZVPD",
  "lumo_energy_ev": 0.06,
  "smiles": "CC(C)O.CC(C)O.CC(C)O.CC(C)O.CC(C)O.O.O.O.O.O",
  "e_above_lowest_ev": 0.855,
  "multiplicity": 1,
  "elements": ["O", "H", "H", "O", "H", "H", "O", "H", "H", "O", "H", "H", "O", "H", "H", "C", "C", "C", "O", "H", "H", "H", "H", "H", "H", "H", "H", "C", "C", "C", "O", "H", "H", "H", "H", "H", "H", "H", "H", "C", "C", "C", "O", "H", "H", "H", "H", "H", "H", "H", "H", "C", "C", "C", "O", "H", "H", "H", "H", "H", "H", "H", "H", "C", "C", "C", "O", "H", "H", "H", "H", "H", "H", "H", "H"],
  "positions_angstrom": [[-13.095, -12.360, -13.032], [-13.744, -12.373, -13.748], [-13.543, -11.919, -12.304], [-12.277, -15.591, -12.609], [-12.750, -14.764, -12.465], [-12.955, -16.227, -12.869], [-16.449, -10.695, -15.915], [-16.186, -10.152, -15.166], [-17.263, -10.302, -16.241], [-10.199, -13.365, -12.814], [-10.418, -14.222, -12.436], [-10.998, -13.124, -13.299], [-10.017, -15.813, -15.551], [-10.206, -16.481, -16.216], [-10.000, -16.287, -14.714], [-13.224, -19.034, -15.302], [-14.341, -18.011, -15.454], [-15.699, -18.700, -15.685], [-14.396, -17.181, -14.279], [-13.436, -19.757, -14.517], [-12.277, -18.524, -15.103], [-13.062, -19.550, -16.253], [-14.168, -17.378, -16.320], [-15.605, -19.480, -16.441], [-16.401, -17.973, -16.104], [-16.114, -19.117, -14.766], [-14.804, -17.746, -13.613], [-11.507, -9.949, -17.820], [-11.190, -11.380, -17.397], [-9.717, -11.685, -17.597], [-11.512, -11.583, -16.020], [-10.878, -9.250, -17.262], [-12.538, -9.688, -17.571], [-11.344, -9.797, -18.888], [-11.786, -12.054, -18.030], [-9.394, -12.623, -17.152], [-9.116, -10.879, -17.163], [-9.476, -11.676, -18.664], [-12.426, -11.886, -15.971], [-14.969, -14.535, -17.117], [-14.323, -13.986, -15.863], [-12.915, -14.480, -15.715], [-14.272, -12.546, -15.977], [-15.008, -15.626, -17.120], [-14.401, -14.215, -17.991], [-15.991, -14.158, -17.169], [-14.930, -14.234, -14.983], [-12.328, -13.975, -14.946], [-12.338, -14.255, -16.618], [-12.854, -15.537, -15.472], [-15.159, -12.179, -16.096], [-18.001, -15.792, -13.493], [-18.466, -14.542, -14.213], [-18.486, -14.729, -15.710], [-19.731, -14.096, -13.742], [-16.927, -15.944, -13.591], [-18.519, -16.675, -13.902], [-18.316, -15.775, -12.449], [-17.772, -13.727, -13.984], [-17.581, -15.209, -16.090], [-18.566, -13.771, -16.228], [-19.337, -15.340, -16.026], [-20.374, -14.787, -13.937], [-12.373, -18.048, -21.249], [-13.349, -18.810, -20.380], [-13.500, -18.209, -18.990], [-14.627, -18.902, -21.015], [-12.431, -18.418, -22.270], [-11.343, -18.152, -20.898], [-12.583, -16.973, -21.230], [-13.023, -19.846, -20.265], [-14.031, -18.878, -18.311], [-14.067, -17.273, -19.047], [-12.545, -17.992, -18.501], [-15.007, -18.018, -21.045]],
  "lowdin_charge": [-0.030, 0.022, 0.054, -0.054, 0.021, 0.010, -0.036, 0.055, 0.053, -0.062, 0.006, -0.013, -0.045, 0.026, 0.035, -0.046, -0.480, -0.041, -0.075, 0.086, 0.078, 0.070, 0.091, 0.077, 0.074, 0.083, 0.089, -0.064, -0.500, -0.057, -0.057, 0.080, 0.072, 0.076, 0.129, 0.077, 0.081, 0.078, 0.029, -0.039, -0.453, -0.057, -0.078, 0.060, 0.091, 0.064, 0.134, 0.060, 0.092, 0.061, 0.050, -0.055, -0.509, -0.060, -0.045, 0.062, 0.084, 0.081, 0.134, 0.056, 0.080, 0.086, 0.088, -0.062, -0.494, -0.061, -0.051, 0.080, 0.082, 0.083, 0.138, 0.060, 0.079, 0.085, 0.085]
}

{
  "formula": "C15H5Cl4F3NO4S",
  "method": "ωB97M-V/def2-TZVPD",
  "lumo_energy_ev": 1.54,
  "charge": -1,
  "smiles": "N#Cc1ccc([C@H]([C@@]2(Cl)C(Cl)=C([O-])C(=O)C(Cl)=C2Cl)S(=O)(=O)C(F)(F)F)cc1",
  "e_above_lowest_ev": 0.343,
  "multiplicity": 1,
  "elements": ["Cl", "C", "C", "Cl", "C", "O", "C", "O", "C", "Cl", "C", "Cl", "F", "C", "F", "F", "S", "C", "C", "C", "C", "C", "C", "N", "C", "C", "O", "O", "H", "H", "H", "H", "H"],
  "positions_angstrom": [[-1.887, 2.046, 3.204], [-1.361, 0.983, 1.842], [-1.989, -0.384, 2.202], [-3.657, -0.484, 2.445], [-1.292, -1.598, 1.974], [-1.772, -2.595, 1.420], [0.193, -1.587, 2.415], [0.740, -2.580, 2.859], [0.861, -0.278, 2.197], [2.567, -0.357, 2.260], [0.186, 0.873, 1.949], [1.053, 2.346, 1.807], [-1.760, 5.901, -0.528], [-1.271, 4.762, -0.022], [-0.306, 4.279, -0.838], [-0.746, 4.999, 1.193], [-2.698, 3.435, 0.088], [-1.743, 1.491, 0.526], [-2.533, 0.594, -0.353], [-1.847, -0.461, -0.982], [-2.561, -1.502, -1.557], [-3.953, -1.421, -1.652], [-4.673, -2.525, -2.248], [-5.236, -3.434, -2.727], [-4.628, -0.308, -1.135], [-3.920, 0.695, -0.491], [-3.702, 3.841, 1.051], [-3.067, 3.298, -1.309], [-0.876, 1.894, 0.002], [-0.757, -0.470, -1.002], [-2.031, -2.382, -1.930], [-5.714, -0.225, -1.232], [-4.480, 1.530, -0.068]],
  "lowdin_charge": [0.676, -0.785, -0.698, 0.737, -0.464, -0.011, -0.341, 0.079, -0.614, 0.718, -0.656, 0.727, 0.134, -0.627, 0.103, 0.100, 0.810, -0.177, -0.250, -0.002, -0.015, -0.223, -0.175, 0.129, -0.017, -0.072, -0.339, -0.325, 0.087, 0.133, 0.128, 0.124, 0.106]
}

Number 1: highest occupied orbital energy -9.4 eV. Number 2: highest occupied orbital energy -4.1 eV.